Molecular formula: C2H10N2O2
Method: DFT, ωB97M-V/def2-TZVPD

The highest occupied orbital energy comes out at -0.3593 Ha. The structure (SMILES) is C/N=C\N.O.O. The calculation puts the energy above the lowest of the compared OMol25 structures with the same formula, charge and spin at 36.15 kJ/mol. The calculation puts the calculated total energy at -342.1801 a.u. Its max |F| is 0.0295 Eh/bohr. For the frontier orbital gap, the calculation gives 10.514 eV. As for the spin multiplicity: 1. For the molar mass, the calculation gives 94.1 g/mol.

Positions of all 16 atoms, in Å:
C -0.55475 -2.17526 0.63610
N 0.09268 -0.91681 0.30501
C -0.26222 0.09860 0.97435
N -1.45283 0.31385 1.67759
H 0.01956 -3.02131 0.25300
H -1.57627 -2.26533 0.25399
H -0.60610 -2.33369 1.73058
H 0.32781 1.01736 0.92302
H -1.24719 0.73288 2.58422
H -1.93932 -0.55105 1.88465
O 1.37235 -0.05278 -2.13288
H 2.32120 -0.15195 -2.25756
H 1.20467 -0.40072 -1.23305
O 0.53304 2.43616 -0.89314
H -0.42028 2.32274 -0.99490
H 0.87691 1.86896 -1.60873